Record 1
# C8H13NOSi

A single C8H13NOSi molecule (ωB97M-V/def2-TZVPD, the Open Molecules 2025 dataset).

Results
- Energy above the lowest of the compared OMol25 structures with the same formula, charge and spin: 1.6197 eV
- SMILES: C[Si](C)(C)c1cc[n+]([O-])cc1
- Lowest unoccupied orbital energy: 0.0131 Ha

Geometry as ORCA input:
```
! RIJCOSX wB97M-V def2-TZVPD def2/J DEFGRID3
* xyz 0 1
O 0.373 -1.801 -4.263
C 0.555 0.467 -1.548
C -0.101 -1.692 -0.742
C 0.077 -0.338 -0.505
C 0.849 -0.082 -2.783
C 0.054 -2.167 -2.024
N 0.480 -1.384 -3.067
C 1.476 1.317 1.524
C -0.609 -0.681 2.541
C -1.579 1.742 0.986
Si -0.191 0.495 1.140
H 0.652 1.517 -1.401
H -0.599 -2.282 0.008
H 1.131 0.552 -3.625
H -0.242 -3.170 -2.271
H 1.638 1.367 2.611
H 1.551 2.290 1.047
H 2.227 0.625 1.124
H -0.198 -1.640 2.283
H -0.245 -0.261 3.472
H -1.686 -0.815 2.613
H -1.408 2.387 0.131
H -1.703 2.383 1.856
H -2.502 1.170 0.895
*
```

Record 2
# C8H13NSi

A single C8H13NSi molecule (ωB97M-V/def2-TZVPD, the Open Molecules 2025 dataset).

Results
- Energy above the lowest of the compared OMol25 structures with the same formula, charge and spin: 0.9214 eV
- SMILES: C[SiH](C)Nc1ccccc1
- Lowest unoccupied orbital energy: 0.0301 Ha

Geometry as ORCA input:
```
! RIJCOSX wB97M-V def2-TZVPD def2/J DEFGRID3
* xyz 0 1
C 4.050 0.244 0.132
C 3.620 -1.080 -0.006
C 3.122 1.283 0.240
C 2.297 -1.400 -0.214
C 1.784 0.952 0.339
C 1.359 -0.395 -0.043
C -2.904 -1.331 0.376
C -2.052 1.640 -0.480
N 0.027 -0.582 -0.205
Si -1.474 0.034 0.331
H 5.088 0.471 0.291
H 4.361 -1.859 0.109
H 3.423 2.299 0.131
H 2.201 -2.380 -0.517
H 0.962 1.685 0.442
H -3.890 -0.961 0.170
H -2.732 -2.055 -0.401
H -2.971 -1.991 1.231
H -3.011 1.765 0.024
H -1.254 2.399 -0.278
H -2.121 1.535 -1.489
H 0.076 -1.487 -0.805
H -1.013 0.631 1.696
*
```

Record 3
# C8H14

2 unconnected molecules or ions with the total composition C8H14 (ωB97M-V/def2-TZVPD, the Open Molecules 2025 dataset).

Results
- Energy above the lowest of the compared OMol25 structures with the same formula, charge and spin: 5.7208 eV
- Lowest unoccupied orbital energy: -0.0118 Ha

Geometry as ORCA input:
```
! RIJCOSX wB97M-V def2-TZVPD def2/J DEFGRID3
* xyz 0 1
C 2.438 -2.044 0.013
C 1.570 -1.014 -0.702
C 1.479 0.329 0.099
C 0.235 1.098 -0.215
C -1.169 0.501 1.766
C -1.010 0.782 0.468
C -2.199 0.744 -0.429
C -3.448 1.132 -0.186
H 3.338 -1.547 0.386
H 2.483 -2.936 -0.600
H 1.984 -2.254 0.984
H 0.526 -1.323 -0.752
H 1.870 -0.650 -1.690
H 2.400 0.903 -0.039
H 1.479 0.100 1.176
H 0.103 1.727 -1.099
H 0.245 0.571 -2.062
H -0.453 0.599 2.574
H -2.151 0.166 2.088
H -1.890 0.436 -1.428
H -4.154 0.843 -0.954
H -3.677 1.838 0.599
*
```

Record 4
# C8H14

A single C8H14 molecule (ωB97M-V/def2-TZVPD, the Open Molecules 2025 dataset).

Results
- Energy above the lowest of the compared OMol25 structures with the same formula, charge and spin: 1.8043 eV
- SMILES: C=CCC(=C)CCC
- Lowest unoccupied orbital energy: 0.0407 Ha

Geometry as ORCA input:
```
! RIJCOSX wB97M-V def2-TZVPD def2/J DEFGRID3
* xyz 0 1
C -1.591 -1.065 1.460
C -0.287 -0.490 1.999
C 0.584 0.206 0.935
C 0.709 -0.541 -0.363
C 1.398 -1.668 -0.425
C 0.195 0.073 -1.672
C -0.502 1.392 -1.536
C 0.096 2.535 -1.822
H -2.019 -0.434 0.678
H -1.542 -2.086 1.084
H -2.324 -1.172 2.267
H -0.483 0.200 2.821
H 0.280 -1.317 2.438
H 0.342 1.271 0.924
H 1.591 0.300 1.365
H 1.788 -2.217 0.429
H 1.727 -2.130 -1.350
H -0.389 -0.671 -2.215
H 1.084 0.247 -2.279
H -1.436 1.432 -0.980
H -0.377 3.507 -1.723
H 1.156 2.629 -2.038
*
```

Record 5
# C8H14BN

2 unconnected molecules or ions with the total composition C8H14BN (ωB97M-V/def2-TZVPD, the Open Molecules 2025 dataset).

Results
- Energy above the lowest of the compared OMol25 structures with the same formula, charge and spin: 0.9299 eV
- SMILES: c1ccccc1.BCCN
- Lowest unoccupied orbital energy: 0.0157 Ha

Geometry as ORCA input:
```
! RIJCOSX wB97M-V def2-TZVPD def2/J DEFGRID3
* xyz 0 1
B 1.578 1.329 0.699
C 2.301 0.201 -0.166
C 3.299 0.732 -1.253
N 3.268 2.165 -1.503
H 0.383 1.345 0.689
H 2.134 2.178 1.320
H 2.841 -0.453 0.539
H 1.533 -0.398 -0.669
H 4.314 0.483 -0.932
H 3.105 0.206 -2.189
H 3.640 2.705 -0.745
H 2.370 2.496 -1.810
C -3.303 -0.261 -0.340
C -2.213 -0.965 -0.837
C -1.472 -1.783 0.005
C -1.825 -1.905 1.343
C -2.916 -1.203 1.840
C -3.653 -0.379 0.999
H -3.879 0.379 -0.996
H -1.942 -0.875 -1.881
H -0.619 -2.327 -0.380
H -1.249 -2.546 1.999
H -3.192 -1.299 2.882
H -4.501 0.172 1.387
*
```

Record 6
# C8H14Br2LaN2O6P

A molecular structure, C8H14Br2LaN2O6P (ωB97M-V/def2-TZVPD, the Open Molecules 2025 dataset).

Results
- Lowest unoccupied orbital energy: -0.3886 Ha

Geometry as ORCA input:
```
! RIJCOSX wB97M-V def2-TZVPD def2/J DEFGRID3
* xyz 2 1
C 0.337 -3.412 -1.217
C 0.584 -1.790 -1.565
Br 2.327 -1.739 -2.541
C 0.580 -1.060 -0.089
Br 2.064 -1.983 0.944
C 0.662 0.569 -0.087
C 0.414 1.084 -1.615
O -0.716 1.049 -2.334
O 1.583 1.592 -2.415
N -0.205 1.111 0.991
N -0.159 0.444 2.195
C -1.545 1.626 0.636
C -2.587 0.256 0.159
C -3.492 -0.428 1.463
O -4.117 0.509 0.258
P 2.428 1.270 0.371
O 2.786 1.127 1.905
O 2.527 3.020 0.068
O 3.722 0.550 -0.531
H -0.436 -3.851 -2.012
H 1.348 -3.986 -1.352
H -0.169 -3.555 -0.163
H -0.364 -1.518 -2.235
H -0.418 -1.471 0.427
H -0.820 -0.360 2.257
H -0.382 1.170 2.939
H -1.618 2.402 -0.235
H -2.143 2.069 1.544
H -2.135 -0.526 -0.714
H -3.046 -1.475 1.095
H -4.566 -0.847 1.446
H 3.392 3.355 0.447
H 4.428 1.279 -0.646
La -0.266 3.520 0.608
*
```

Record 7
# C8H14BrGaN4OS

A molecular structure, C8H14BrGaN4OS (ωB97M-V/def2-TZVPD, the Open Molecules 2025 dataset).

Results
- Energy above the lowest of the compared OMol25 structures with the same formula, charge and spin: 2.7829 eV
- Lowest unoccupied orbital energy: -0.3808 Ha

Geometry as ORCA input:
```
! RIJCOSX wB97M-V def2-TZVPD def2/J DEFGRID3
* xyz 2 1
Ga 0.764 -1.140 0.529
C -1.215 3.557 0.082
C 0.095 2.725 -0.122
C 1.331 3.440 -0.238
C 2.493 2.707 -0.312
C 2.471 1.335 -0.023
Br 4.040 0.264 -0.282
N 1.354 0.662 0.256
C 0.163 1.351 0.190
H -1.362 3.505 1.142
H -2.053 3.186 -0.447
H -1.074 4.621 -0.175
H 1.241 4.523 -0.470
H 3.368 3.239 -0.548
H -0.677 0.733 0.431
N -0.334 -1.495 -1.243
C -1.657 -2.091 -0.796
C -1.978 -1.507 0.569
N -0.861 -1.376 1.514
H -0.334 -1.062 -2.065
H 0.294 -2.286 -1.414
H -1.480 -3.202 -0.826
H -2.427 -1.845 -1.582
H -2.728 -2.119 1.065
H -2.481 -0.522 0.518
H -0.446 -4.067 0.589
H -0.706 -2.288 1.958
O 0.380 -4.491 1.024
S 1.856 -3.856 0.716
N 1.964 -2.500 -0.043
*
```

Record 8
# C8H14ClF3NiO4S

A molecular structure, C8H14ClF3NiO4S (ωB97M-V/def2-TZVPD, the Open Molecules 2025 dataset).

Results
- Lowest unoccupied orbital energy (alpha / beta): 0.0924 / 0.0923 Ha

Geometry as ORCA input:
```
! RIJCOSX wB97M-V def2-TZVPD def2/J DEFGRID3
* xyz -1 4
Ni -3.148 40.770 29.765
C -5.310 42.384 30.895
O -5.414 41.887 29.564
O -4.198 41.766 31.392
C -5.731 43.868 31.102
F -6.957 44.066 30.665
F -5.826 44.182 32.402
F -4.927 44.737 30.564
C -6.705 41.843 28.903
C -6.577 41.013 27.641
H -6.463 41.716 26.816
H -5.784 40.268 27.714
H -7.323 40.230 27.502
H -6.811 42.876 28.572
H -7.540 41.599 29.559
H -6.103 41.802 31.363
Cl -2.953 40.888 27.422
C -3.474 36.248 24.168
C -2.855 37.581 23.710
C -2.812 38.385 25.065
S -2.363 37.166 26.345
O -3.447 36.956 27.332
O -0.951 37.397 26.681
C -2.508 35.803 25.253
H -3.451 35.548 23.333
H -4.511 36.405 24.466
H -3.547 38.168 23.106
H -1.852 37.625 23.284
H -3.806 38.738 25.342
H -2.194 39.272 25.198
H -2.792 34.912 25.812
H -1.480 35.578 24.968
*
```

Record 9
# C8H14ClFN3

2 unconnected molecules or ions with the total composition C8H14ClFN3 (ωB97M-V/def2-TZVPD, the Open Molecules 2025 dataset).

Results
- Energy above the lowest of the compared OMol25 structures with the same formula, charge and spin: 4.6558 eV
- Lowest unoccupied orbital energy: -0.1740 Ha

Geometry as ORCA input:
```
! RIJCOSX wB97M-V def2-TZVPD def2/J DEFGRID3
* xyz 1 1
C -5.921 -0.080 0.000
N -7.052 -0.083 0.000
Cl 3.548 1.647 0.000
C 2.932 0.014 0.000
N 1.422 0.008 0.000
C 0.875 0.710 1.242
C -0.657 0.681 1.239
N -1.158 -0.044 0.000
F -2.539 -0.070 0.000
C -0.616 -1.464 0.000
C 0.913 -1.436 0.000
C -0.657 0.681 -1.239
C 0.875 0.710 -1.242
H 3.308 -0.507 -0.879
H 3.308 -0.507 0.879
H 1.278 0.211 2.128
H 1.263 1.732 1.264
H -1.057 0.168 2.117
H -1.083 1.687 1.239
H -1.013 -1.980 0.878
H -1.013 -1.980 -0.878
H 1.321 -1.949 -0.876
H 1.321 -1.949 0.876
H -1.057 0.168 -2.117
H -1.083 1.687 -1.239
H 1.263 1.732 -1.264
H 1.278 0.211 -2.128
*
```

Record 10
# C8H14ClFOS

A molecular structure, C8H14ClFOS (ωB97M-V/def2-TZVPD, the Open Molecules 2025 dataset).

Results
- Lowest unoccupied orbital energy: 0.0235 Ha

Geometry as ORCA input:
```
! RIJCOSX wB97M-V def2-TZVPD def2/J DEFGRID3
* xyz 0 1
C -1.801 0.438 -0.248
C -1.221 1.192 0.941
C -2.158 2.271 1.442
C 1.335 -1.647 -0.073
C 0.660 -2.281 -1.308
C 1.718 -3.243 -1.793
C 2.907 -2.983 -1.253
C 2.852 -1.802 -0.314
H -3.493 -0.472 -0.544
H -1.066 -0.292 -0.613
H -2.007 1.158 -1.049
H -1.026 0.492 1.757
H -1.694 2.849 2.247
H -3.075 1.793 1.800
H 1.155 0.620 -0.766
H 1.070 -2.251 0.802
H 0.441 -1.525 -2.077
H -0.293 -2.757 -1.053
H 1.518 -4.021 -2.523
H 3.826 -3.517 -1.476
H 3.276 -0.907 -0.792
H 3.401 -1.951 0.623
O -2.978 -0.191 0.220
F -2.482 3.131 0.409
S 0.770 0.018 0.373
Cl 0.357 1.893 0.464
*
```

Record 11
# C8H14ClNO

A single C8H14ClNO molecule (ωB97M-V/def2-TZVPD, the Open Molecules 2025 dataset).

Results
- Energy above the lowest of the compared OMol25 structures with the same formula, charge and spin: 0.0000 eV
- SMILES: C[C@@H]1CCCN(C(=O)CCl)C1
- Lowest unoccupied orbital energy: 0.0284 Ha

Geometry as ORCA input:
```
! RIJCOSX wB97M-V def2-TZVPD def2/J DEFGRID3
* xyz 0 1
C 0.110 -0.081 -3.048
C 0.134 -0.423 -1.564
C -1.250 -0.950 -1.045
C -1.852 0.034 -0.014
C -0.880 0.178 1.149
C 0.760 0.601 -0.676
C 1.568 0.242 1.614
C 1.336 0.050 3.120
H 1.071 0.292 -3.273
H -0.640 0.719 -3.198
H -0.142 -0.924 -3.624
H 0.818 -1.229 -1.523
H -1.938 -1.115 -1.872
H -1.075 -1.872 -0.560
H -2.074 1.030 -0.378
H -2.868 -0.353 0.301
H -0.936 -0.759 1.752
H -1.195 1.022 1.792
H 0.359 1.621 -0.881
H 1.837 0.694 -0.817
H 0.767 -0.869 3.407
H 2.300 0.028 3.545
N 0.509 0.339 0.730
O 2.722 0.219 1.180
Cl 0.558 1.507 3.883
*
```

Record 12
# C8H14CoN2PS

A molecular structure, C8H14CoN2PS (ωB97M-V/def2-TZVPD, the Open Molecules 2025 dataset).

Results
- Energy above the lowest of the compared OMol25 structures with the same formula, charge and spin: 3.1539 eV
- Lowest unoccupied orbital energy (alpha / beta): 0.0233 / -0.0002 Ha

Geometry as ORCA input:
```
! RIJCOSX wB97M-V def2-TZVPD def2/J DEFGRID3
* xyz 0 5
C 1.022 1.654 0.492
C 2.307 1.130 0.142
C 2.385 0.330 -1.018
C 1.085 0.334 -1.657
C 0.233 1.440 -1.141
Co 0.024 0.130 0.105
P -1.779 1.221 0.644
H 0.887 1.930 1.578
H 3.175 1.203 0.791
H 3.275 -0.240 -1.329
H -0.431 1.877 -1.920
H 0.799 -0.319 -2.499
H -2.940 0.880 -0.172
H -1.920 2.611 0.930
H -2.134 0.825 1.954
S 0.046 -2.083 0.382
C -1.568 -2.438 0.924
N -2.690 -1.971 0.331
C -3.838 -2.204 1.153
C -3.292 -3.045 2.300
N -1.921 -3.315 1.896
H -2.668 -1.288 -0.424
H -4.590 -2.728 0.578
H -4.282 -1.284 1.516
H -3.836 -3.969 2.422
H -3.347 -2.511 3.252
H -1.238 -3.733 2.528
*
```

What are the strongest force on any atom values for these records? In order: 0.031; 0.107; 0.054; 0.031; 0.016; 0.169; 0.122; 0.078; 0.096; 0.237; 0.054; 0.088 hartree/bohr.